DFT (wB97M-V/def2-TZVPD) results for 3 unconnected molecules or ions with the total composition C18H45O12P3.

Geometry (Å):
1 C 4.53 -3.71 -1.07
2 C 3.13 -3.81 -0.46
3 O 3.02 -3.49 0.92
4 P 1.60 -3.26 1.66
5 O 0.45 -3.36 0.80
6 O 1.65 -1.93 2.52
7 C 2.40 -0.79 2.08
8 C 3.97 -0.89 2.22
9 O 1.68 -4.32 2.88
10 C 1.82 -5.69 2.65
11 C 3.07 -6.10 3.38
12 H 5.11 -4.42 -0.48
13 H 4.64 -3.99 -2.12
14 H 4.94 -2.71 -1.05
15 H 2.46 -3.06 -0.89
16 H 2.69 -4.80 -0.53
17 H 2.19 -0.26 1.16
18 H 2.17 -0.01 2.80
19 H 4.31 -1.58 1.45
20 H 4.57 -0.01 1.98
21 H 4.36 -1.38 3.11
22 H 0.98 -6.18 3.15
23 H 1.84 -5.94 1.59
24 H 3.04 -5.95 4.46
25 H 3.28 -7.15 3.15
26 H 3.91 -5.47 3.10
27 C -3.68 -5.98 -5.30
28 C -2.77 -4.86 -5.08
29 O -2.99 -4.11 -6.27
30 P -2.02 -2.85 -6.52
31 O -0.56 -3.13 -6.51
32 O -2.47 -2.16 -7.85
33 C -3.77 -1.67 -8.00
34 C -3.53 -0.56 -9.18
35 O -2.67 -1.97 -5.36
36 C -2.10 -0.86 -4.75
37 C -1.83 0.42 -5.61
38 H -3.26 -6.97 -5.49
39 H -4.32 -6.16 -4.44
40 H -4.39 -5.87 -6.12
41 H -3.09 -4.40 -4.15
42 H -1.76 -5.22 -4.86
43 H -4.52 -2.40 -8.29
44 H -4.07 -1.08 -7.13
45 H -4.33 0.18 -9.21
46 H -2.64 0.07 -9.12
47 H -3.46 -1.04 -10.15
48 H -2.88 -0.71 -4.00
49 H -1.19 -1.05 -4.18
50 H -0.83 0.59 -6.01
51 H -2.51 0.43 -6.46
52 H -2.02 1.32 -5.03
53 C 1.23 6.45 1.67
54 C 0.10 6.94 2.65
55 O 0.32 6.21 3.86
56 P -0.90 6.44 4.96
57 O -1.64 7.78 5.05
58 O -1.84 5.16 4.45
59 C -2.06 3.96 5.16
60 C -2.79 4.22 6.50
61 O -0.25 5.91 6.32
62 C 0.97 6.53 6.88
63 C 2.28 5.94 6.28
64 H 0.86 5.57 1.14
65 H 1.52 7.22 0.96
66 H 2.06 6.08 2.27
67 H -0.01 8.00 2.88
68 H -0.88 6.68 2.25
69 H -2.66 3.33 4.50
70 H -1.15 3.45 5.50
71 H -3.15 3.30 6.95
72 H -2.30 4.74 7.33
73 H -3.75 4.74 6.42
74 H 1.07 7.58 6.60
75 H 1.02 6.46 7.97
76 H 2.32 6.52 5.36
77 H 3.17 6.17 6.86
78 H 2.30 4.95 5.81

HOMO (eV): -10.315

These are the Mulliken partial charges, in e, on atoms 1 to 5: -1.197 -0.137 -0.095 0.691 -0.669

DFT (wB97M-V/def2-TZVPD) results for a single C20H18ClN3O4 molecule.

Geometry (Å):
1 C 0.19 -1.49 -0.21
2 C -1.00 -0.66 0.13
3 C -1.03 0.61 0.62
4 N 0.05 1.47 0.87
5 C 1.09 1.63 0.04
6 O 1.22 1.09 -1.03
7 C 2.18 2.58 0.59
8 H 2.12 2.65 1.68
9 H 2.08 3.57 0.14
10 O 3.45 2.11 0.19
11 C 3.71 0.84 0.53
12 O 2.96 0.17 1.20
13 C 5.00 0.38 -0.04
14 C 5.75 -0.63 0.55
15 C 6.94 -1.05 -0.02
16 C 7.38 -0.48 -1.20
17 C 6.64 0.52 -1.81
18 C 5.46 0.95 -1.23
19 H 4.87 1.72 -1.69
20 H 6.98 0.97 -2.73
21 H 8.31 -0.81 -1.64
22 H 7.52 -1.83 0.46
23 Cl 5.25 -1.36 2.03
24 H -0.10 2.11 1.65
25 C -2.40 0.98 0.89
26 O -2.86 2.01 1.35
27 N -3.13 -0.14 0.50
28 C -4.50 -0.12 0.21
29 C -4.99 -0.65 -0.98
30 C -6.35 -0.62 -1.24
31 C -7.22 -0.05 -0.34
32 C -6.73 0.50 0.84
33 C -5.38 0.46 1.12
34 H -4.99 0.90 2.02
35 H -7.41 0.96 1.54
36 H -8.28 -0.02 -0.55
37 H -6.72 -1.04 -2.17
38 H -4.31 -1.07 -1.71
39 N -2.28 -1.10 -0.04
40 C -2.66 -2.49 0.07
41 H -2.34 -3.03 -0.82
42 H -3.74 -2.56 0.15
43 H -2.22 -2.96 0.95
44 H 0.55 -1.22 -1.20
45 H -0.04 -2.55 -0.18
46 H 0.99 -1.27 0.49

HOMO (eV): -7.915

These are the natural (NBO) partial charges, in e, on atoms 1 to 5: -0.674 0.247 -0.019 -0.607 0.668

DFT (wB97M-V/def2-TZVPD) results for a molecular structure, C3H4Li2O3.

Geometry (Å):
1 O -0.43 0.78 0.52
2 C 0.70 0.13 0.21
3 C -1.65 0.09 0.51
4 O 1.75 0.79 0.16
5 O 0.66 -1.10 -0.10
6 C -2.38 -0.02 -0.64
7 H -2.02 -0.09 1.53
8 H -1.76 -1.82 0.97
9 H -2.17 0.63 -1.49
10 H -3.34 -0.54 -0.56
11 Li -0.85 -2.06 -0.71
12 Li 2.62 -0.88 -0.42

HOMO (eV): -5.622

These are the natural (NBO) partial charges, in e, on atoms 1 to 5: -0.526 0.982 0.186 -0.798 -0.942

DFT (wB97M-V/def2-TZVPD) results for 2 unconnected molecules or ions with the total composition C2H4NP.

Geometry (Å):
1 C 1.26 -1.22 0.32
2 C -1.73 1.41 0.20
3 N 1.51 -0.20 -0.38
4 P 1.34 1.06 -1.21
5 H 1.83 -2.14 0.22
6 H 0.48 -0.96 1.00
7 H -2.93 1.64 0.19
8 H -1.75 0.41 -0.34

HOMO (alpha / beta) (eV): -7.196 / -7.196

These are the natural (NBO) partial charges, in e, on atoms 1 to 5: -0.239 -0.166 -0.724 0.581 0.201

DFT (wB97M-V/def2-TZVPD) results for 6 unconnected molecules or ions with the total composition H12O6.

Geometry (Å):
1 O 51.17 15.70 16.15
2 H 51.09 15.10 15.45
3 H 50.63 16.43 15.75
4 O 52.94 13.74 13.87
5 H 52.64 13.49 14.79
6 H 53.41 14.48 14.15
7 O 50.86 14.63 13.56
8 H 50.47 14.44 12.65
9 H 51.65 14.15 13.56
10 O 48.57 14.24 11.77
11 H 48.72 13.29 11.98
12 H 48.18 14.57 12.47
13 O 53.77 13.44 11.08
14 H 53.17 13.56 11.88
15 H 53.24 12.76 10.78
16 O 49.67 13.01 15.59
17 H 49.84 13.66 14.80
18 H 50.65 12.52 15.93

HOMO (eV): -11.002

These are the natural (NBO) partial charges, in e, on atoms 1 to 5: -0.938 0.462 0.470 -0.900 0.490

DFT (wB97M-V/def2-TZVPD) results for a single C19H28FN3O2 molecule.

Geometry (Å):
1 O 1.40 1.37 -3.80
2 C 1.18 0.38 -3.13
3 N 0.35 0.32 -2.07
4 H 0.49 -0.49 -1.48
5 C -0.27 1.46 -1.42
6 C -1.22 0.92 -0.35
7 N -1.82 2.01 0.40
8 C -2.61 1.53 1.52
9 C -1.75 0.77 2.50
10 C -0.80 1.43 3.27
11 C 0.03 0.76 4.15
12 C -0.07 -0.62 4.26
13 C -1.00 -1.30 3.50
14 C -1.83 -0.61 2.63
15 H -2.56 -1.15 2.04
16 H -1.08 -2.38 3.58
17 H 0.57 -1.15 4.94
18 H 0.74 1.32 4.74
19 F -0.70 2.77 3.19
20 H -3.03 2.40 2.02
21 H -3.44 0.88 1.19
22 C -2.61 2.85 -0.48
23 C -1.73 3.44 -1.58
24 C -1.06 2.34 -2.38
25 H -1.81 1.73 -2.90
26 H -0.39 2.76 -3.14
27 H -2.34 4.07 -2.23
28 H -0.97 4.07 -1.12
29 H -3.44 2.28 -0.94
30 H -3.04 3.66 0.12
31 H -1.99 0.29 -0.84
32 H -0.66 0.30 0.35
33 H 0.49 2.08 -0.93
34 C 1.81 -0.98 -3.43
35 C 2.72 -1.45 -2.28
36 N 1.96 -1.70 -1.06
37 C 1.36 -3.02 -1.01
38 C 0.46 -3.12 0.22
39 O 1.19 -2.89 1.40
40 C 1.82 -1.63 1.37
41 C 2.74 -1.49 0.15
42 H 3.16 -0.49 0.14
43 H 3.56 -2.23 0.24
44 H 2.39 -1.55 2.29
45 H 1.06 -0.83 1.34
46 H 0.03 -4.11 0.31
47 H -0.35 -2.37 0.14
48 H 0.76 -3.18 -1.91
49 H 2.12 -3.82 -0.96
50 H 3.44 -0.66 -2.07
51 H 3.27 -2.35 -2.60
52 H 2.41 -0.88 -4.33
53 H 1.02 -1.71 -3.61

HOMO (eV): -8.766

These are the natural (NBO) partial charges, in e, on atoms 1 to 5: -0.629 0.685 -0.653 0.424 -0.037

DFT (wB97M-V/def2-TZVPD) results for a single C8H7BrF3NO molecule.

Geometry (Å):
1 C 1.14 -1.21 0.14
2 C 0.54 1.01 -0.57
3 C 2.44 -0.99 -0.21
4 C 1.85 1.19 -0.84
5 C 0.16 -0.29 0.03
6 C 2.79 0.18 -0.82
7 C -1.28 -0.33 0.29
8 C -1.72 0.70 1.43
9 N -2.02 0.03 -0.89
10 O -1.69 -1.63 0.75
11 F -1.70 2.01 0.90
12 F -2.95 0.45 1.89
13 F -0.88 0.74 2.45
14 Br 4.60 0.52 -1.40
15 H 0.90 -2.31 0.40
16 H -0.09 1.88 -0.65
17 H 3.20 -1.73 -0.04
18 H 2.27 2.17 -1.23
19 H -1.77 -0.65 -1.69
20 H -3.05 -0.09 -0.76
21 H -2.76 -1.67 0.82

HOMO (eV): -9.306

These are the natural (NBO) partial charges, in e, on atoms 1 to 5: -0.179 -0.175 -0.246 -0.239 -0.074

DFT (wB97M-V/def2-TZVPD) results for a single C17H12ClN3OS molecule.

Geometry (Å):
1 N -4.28 0.77 0.36
2 O 1.45 2.80 -1.93
3 S -3.04 3.73 -1.95
4 Cl -0.14 -1.74 5.46
5 C -3.21 1.20 0.04
6 N -0.70 2.46 -2.33
7 C 0.46 2.21 -1.63
8 C -1.81 2.60 -1.52
9 C 2.30 -2.41 -2.37
10 C 0.13 0.11 3.51
11 C -1.22 -1.73 2.95
12 C 0.06 0.63 2.20
13 C -1.29 -1.24 1.64
14 C 1.51 -1.58 -3.12
15 C 2.66 -2.08 -1.05
16 C -0.39 -1.11 3.83
17 C -0.72 -0.02 1.23
18 C 1.12 -0.34 -2.58
19 C 2.06 -0.85 -0.57
20 N 1.22 -0.10 -1.26
21 C -1.86 1.75 -0.22
22 C 0.54 1.09 -0.67
23 C -0.86 0.55 -0.15
24 H 2.68 -3.21 -2.94
25 H 0.67 0.57 4.25
26 H -1.89 -2.52 3.19
27 H 0.72 1.40 2.03
28 H -2.02 -1.68 0.93
29 H 1.51 -1.81 -4.17
30 H 3.34 -2.74 -0.46
31 H 0.57 0.34 -3.18
32 H 2.15 -0.64 0.52
33 H -1.55 2.44 0.58
34 H 1.12 1.48 0.14
35 H -1.30 -0.35 -0.75

HOMO (eV): -7.231

These are the natural (NBO) partial charges, in e, on atoms 1 to 5: -0.311 -0.563 -0.164 -0.005 0.307

Ordered ΔE to the lowest compared entry with this formula, charge and spin results: 382.7; 124.9; 67.6; 587.3; 353.8; 0.0; 52.6; 176.5; unit kJ/mol.
Ordered max |F| results: 4.4; 0.7; 1.6; 2.5; 7.7; 0.7; 4.5; 5.4; unit eV Å⁻¹.